# C37H28N2O4OsP2S2

A structure of composition C37H28N2O4OsP2S2 (ωB97M-V/def2-TZVPD, the OMol25 dataset).

Results
Spin multiplicity   1
Charge   0
Electronic energy   -92713.4032 eV
Highest occupied orbital energy (spin up / spin down)   -7.82 / -7.82 eV
Frontier orbital gap (spin up / spin down)   0.210 / 0.210 Ha
Relative energy (zero: lowest compared OMol25 entry of this formula, charge and spin)   0.0 kcal/mol

```
76
Properties=species:S:1:pos:R:3:forces:R:3
Os -0.97678 -0.13082 -0.29185 0.00 0.01 0.03
N 0.86571 -2.46972 -0.69503 0.00 0.03 0.01
P -0.01483 -1.58113 -1.82455 0.02 0.01 0.02
C 1.13219 -1.06934 -3.11362 0.00 -0.02 -0.01
C 1.54900 -2.01922 -4.04938 0.00 -0.02 0.00
C 2.50467 -1.68601 -4.99418 0.00 0.01 -0.01
C 3.04106 -0.40450 -5.01213 0.01 -0.01 0.00
C 2.62890 0.53873 -4.08311 0.00 0.01 0.00
C 1.67654 0.21295 -3.12741 0.01 -0.01 -0.01
C -1.17389 -2.71317 -2.61115 0.00 0.01 -0.02
C -1.69999 -2.41601 -3.86600 -0.02 -0.02 0.01
C -2.70068 -3.21152 -4.40340 0.01 0.00 0.00
C -3.17638 -4.30201 -3.69059 -0.01 0.00 0.00
C -2.65285 -4.60194 -2.43973 0.01 -0.01 0.01
C -1.65857 -3.80577 -1.89565 -0.01 -0.01 0.00
P 0.48881 -1.70612 0.75817 -0.03 -0.02 -0.03
C -0.02961 -2.98080 1.92649 -0.01 0.01 0.02
C -1.36716 -3.35479 2.02948 -0.01 -0.02 0.03
C -1.73875 -4.38559 2.87977 0.00 0.00 -0.01
C -0.77771 -5.04999 3.62729 0.01 0.01 0.01
C 0.55797 -4.68576 3.52513 -0.01 -0.01 -0.01
C 0.93392 -3.65404 2.68051 0.01 -0.01 0.01
C 1.97434 -0.99142 1.45599 0.03 0.01 -0.01
C 3.02165 -0.60409 0.61993 0.00 0.00 0.02
C 4.08094 0.11784 1.14344 0.00 0.00 -0.03
C 4.08238 0.48190 2.48390 0.01 0.00 0.02
C 3.03719 0.11360 3.31990 0.00 -0.01 -0.01
C 1.98923 -0.63387 2.80527 0.01 0.02 -0.01
H 1.53983 -3.20255 -0.86515 0.00 0.00 0.00
H 1.12031 -3.01485 -4.04772 0.00 0.01 0.00
H 2.82552 -2.42198 -5.71948 0.00 0.00 0.00
H 3.78462 -0.14302 -5.75386 0.00 0.00 0.00
H 3.04965 1.53536 -4.09519 0.00 0.00 0.00
H 1.37418 0.94059 -2.38626 -0.02 0.02 0.01
H -1.33455 -1.55920 -4.41918 0.00 0.00 0.00
H -3.11321 -2.97255 -5.37454 0.00 0.00 0.00
H -3.96051 -4.91942 -4.10925 0.00 0.00 0.00
H -3.02482 -5.45261 -1.88399 0.00 0.00 0.00
H -1.26707 -4.02628 -0.90972 0.00 0.00 0.00
H -2.12211 -2.84594 1.44691 -0.01 0.01 -0.02
H -2.78153 -4.66258 2.96179 0.00 0.00 0.00
H -1.06965 -5.84854 4.29670 0.00 0.00 0.00
H 1.30865 -5.19856 4.11142 0.00 0.00 0.00
H 1.97508 -3.36528 2.61843 0.00 0.00 0.00
H 2.99512 -0.83980 -0.43718 0.00 0.00 0.00
H 4.89013 0.42725 0.49542 0.00 0.00 0.00
H 4.89377 1.08048 2.87670 0.00 0.00 0.00
H 2.99094 0.45150 4.34822 -0.01 0.00 0.01
H 1.16269 -0.89899 3.45512 0.00 -0.01 0.01
S -3.05895 -1.09842 -0.05303 0.02 -0.04 0.06
C -3.87334 -0.84425 -1.55359 -0.03 0.00 -0.03
C -5.10879 -1.46020 -1.82303 0.01 0.01 0.01
C -5.72926 -1.25653 -3.03008 -0.01 0.00 0.00
C -5.14353 -0.43657 -4.00868 0.00 0.00 -0.01
C -3.93787 0.16984 -3.76377 0.01 0.01 0.00
C -3.29933 -0.02386 -2.52618 -0.04 -0.01 -0.02
S -1.78629 0.74196 -2.20193 0.06 0.02 -0.02
H -5.55454 -2.09749 -1.06982 0.00 0.00 0.00
H -6.67890 -1.73506 -3.23165 0.00 0.00 0.00
H -5.64346 -0.28489 -4.95610 0.00 0.00 0.00
H -3.46888 0.80065 -4.50913 0.00 0.00 0.00
O 1.47262 1.81381 5.65708 0.01 0.00 0.00
C 0.22734 1.85138 5.60259 0.00 0.00 0.01
O -0.64617 1.98851 6.46439 -0.01 0.00 0.00
C -0.28659 1.59603 4.17363 0.01 0.02 0.00
C -1.35578 0.72728 3.95894 -0.01 -0.02 0.01
C -1.63207 0.28356 2.68931 0.00 -0.01 -0.01
N -0.91255 0.69423 1.62458 0.00 0.00 0.00
C 0.06143 1.61320 1.81044 0.02 0.01 0.00
C 0.38195 2.09015 3.05814 -0.01 0.00 -0.02
C 0.88658 1.96118 0.59382 -0.03 -0.02 0.01
O 1.72820 2.82680 0.63605 0.03 0.02 0.00
O 0.61858 1.22392 -0.44811 0.00 0.00 -0.03
H -1.93316 0.38186 4.80606 0.00 0.01 0.00
H -2.42628 -0.42116 2.48654 0.00 0.00 0.00
H 1.22088 2.76389 3.16201 0.00 0.00 0.00
```
Forces are in eV/Å.